Entry 1:
C9H9ClSi | ωB97M-V with the def2-TZVPD basis set

Values from the calculation:
Relative energy (zero: lowest compared OMol25 entry of this formula, charge and spin) = 0.000 eV
Spin multiplicity = 1
HOMO level = -8.72 eV
E = -29878.7775 eV
Frontier orbital gap = 9.56 eV
Structure (SMILES) = C#C[Si@H](Cl)Cc1ccccc1

Positions of all 20 atoms, in Å:
C 0.932 -3.176 -0.797
C 1.379 -2.133 -1.196
Si 2.113 -0.578 -1.860
Cl 4.128 -0.813 -1.928
C 1.733 1.070 -0.609
C 0.456 0.758 0.084
C -0.734 1.389 -0.258
C -1.936 0.985 0.295
C -1.969 -0.061 1.202
C -0.788 -0.675 1.578
C 0.412 -0.266 1.029
H 0.538 -4.076 -0.420
H 1.591 -0.301 -3.193
H 1.683 1.977 -1.198
H 2.563 1.136 0.092
H -0.722 2.200 -0.973
H -2.855 1.475 0.008
H -2.911 -0.394 1.613
H -0.804 -1.486 2.292
H 1.330 -0.760 1.309

Entry 2:
C9H9CuN2O5S | ωB97M-V with the def2-TZVPD basis set

Values from the calculation:
Relative energy (zero: lowest compared OMol25 entry of this formula, charge and spin) = 0.717 eV
Spin multiplicity = 2
HOMO level (spin up / spin down) = -12.21 / -12.60 eV
Net charge = +1
E = -78160.8447 eV
Frontier orbital gap (spin up / spin down) = 7.96 / 7.54 eV
⟨S²⟩ = 0.769

Positions of all 27 atoms, in Å:
O 3.054 -2.656 -2.057
C 2.558 -1.772 -2.611
Cu 0.993 2.440 -1.007
C 0.376 4.382 -1.355
O 0.265 5.519 -1.643
C 1.182 2.185 -3.029
O 1.624 3.369 -3.445
C -0.042 1.686 -3.685
O -0.804 1.417 -4.583
C 2.888 2.153 -0.102
O 3.642 2.934 0.297
H 1.919 1.568 -2.013
S -0.388 1.307 0.393
C -0.709 -0.272 0.955
N -0.080 -0.699 2.068
C -0.554 -1.804 2.891
C -1.239 -2.815 2.008
C -2.311 -2.148 1.167
N -1.705 -1.016 0.438
H 0.525 0.017 2.466
H -1.238 -1.535 3.711
H 0.347 -2.213 3.319
H -1.695 -3.609 2.599
H -0.515 -3.271 1.322
H -3.161 -1.865 1.817
H -2.695 -2.778 0.366
H -2.235 -0.525 -0.286

Entry 3:
C9H9CuNO6S | ωB97M-V with the def2-TZVPD basis set

Values from the calculation:
Spin multiplicity = 2
HOMO level (spin up / spin down) = -8.42 / -8.37 eV
E = -78728.2848 eV
Frontier orbital gap (spin up / spin down) = 8.68 / 7.43 eV
⟨S²⟩ = 0.754

Positions of all 27 atoms, in Å:
Cu 0.054 0.341 0.413
O 0.562 0.084 -3.734
C 0.280 -0.148 -2.452
O -0.476 0.520 -1.796
C 0.996 -1.371 -1.948
O 0.764 -1.565 -0.567
C 2.007 -1.669 0.173
C 2.729 -0.322 0.215
O 3.942 -0.314 0.257
O 1.924 0.699 0.155
H 0.071 0.877 -4.002
H 2.057 -1.263 -2.171
H 0.620 -2.229 -2.507
H 2.646 -2.431 -0.263
H 1.729 -1.964 1.183
O -1.115 -0.463 1.730
N -1.716 0.378 2.577
C -2.401 -0.192 3.597
C -3.055 0.569 4.517
C -3.001 1.962 4.391
C -2.301 2.518 3.354
C -1.637 1.721 2.404
S -0.774 2.369 1.070
H -2.371 -1.271 3.600
H -3.589 0.085 5.322
H -3.507 2.596 5.108
H -2.232 3.590 3.228